No. 1
{"formula": "C43H76BClFN8O8P2", "method": "wB97M-V/def2-TZVPD", "e_homo_ev": -10.3593, "max_force_ha_per_bohr": 0.0841, "homo_lumo_gap_ev": 7.7, "total_charge": 1, "elements": ["C", "C", "C", "C", "C", "C", "N", "C", "C", "C", "C", "Cl", "B", "O", "O", "O", "C", "C", "C", "O", "C", "N", "C", "C", "P", "P", "O", "O", "O", "N", "F", "C", "O", "C", "C", "C", "C", "C", "C", "H", "H", "H", "H", "H", "H", "H", "H", "H", "H", "H", "H", "H", "H", "H", "H", "H", "H", "H", "H", "H", "H", "H", "H", "H", "H", "H", "H", "H", "H", "H", "H", "H", "H", "H", "H", "H", "H", "H", "H", "H", "C", "C", "C", "C", "N", "H", "H", "H", "H", "H", "H", "H", "C", "C", "C", "C", "N", "H", "H", "H", "H", "H", "H", "H", "C", "C", "C", "C", "N", "H", "H", "H", "H", "H", "H", "H", "C", "C", "C", "C", "N", "H", "H", "H", "H", "H", "H", "H", "C", "C", "C", "C", "N", "H", "H", "H", "H", "H", "H", "H"], "positions_angstrom": [[-4.0521, 3.9910, 1.5329], [-2.6113, 4.6585, 1.2934], [-1.8572, 3.9758, 0.0570], [-1.3299, 2.5130, 0.4625], [-2.0701, 1.6051, -0.6125], [0.2445, 2.3226, 0.6441], [0.8362, 3.6290, 0.8417], [0.6004, 4.4104, 1.8240], [0.3727, 4.2126, 3.3457], [0.5885, 5.9481, 1.4059], [0.9101, 1.9392, -0.7906], [0.3746, 3.0822, -2.1362], [2.5286, 2.2627, -0.8614], [3.5162, 1.2427, -0.7314], [3.0438, 3.5617, -1.1224], [0.7227, 0.6179, -1.2368], [0.7594, -0.4248, -0.2584], [0.2495, -1.7344, -1.0051], [1.1089, -1.8747, -2.3395], [2.5072, -2.0945, -2.0672], [0.5844, -3.2228, -3.0101], [-0.8280, -3.0975, -3.4241], [0.2467, -0.1826, 1.1845], [0.9856, -1.3576, 2.0224], [-1.5437, -0.5662, 1.7338], [-2.3867, -2.3837, 0.9174], [-3.0866, -2.1767, -0.3835], [-3.6356, -2.7855, 1.9838], [-1.4094, -3.7404, 0.8753], [0.6250, 1.2383, 1.6761], [-0.1947, 1.3227, 2.8143], [1.9883, 1.1897, 2.2369], [2.7522, 2.3797, 2.4695], [3.7346, 2.1823, 3.4529], [3.6101, 2.6868, 4.8258], [4.6740, 2.4917, 5.8357], [5.8819, 1.7782, 5.4466], [6.0091, 1.2306, 4.0866], [4.9569, 1.4231, 3.0974], [-4.7889, 4.7741, 1.8782], [-4.3983, 3.3890, 0.6581], [-3.9230, 3.2908, 2.4155], [-2.7988, 5.7202, 0.9917], [-2.0598, 4.5364, 2.2566], [-1.0814, 4.6394, -0.3915], [-2.6727, 3.9312, -0.7228], [-1.9124, 2.3262, 1.4142], [-2.1292, 2.0718, -1.6357], [-3.1481, 1.5246, -0.2831], [-1.7052, 0.5635, -0.7530], [0.2430, 5.1795, 3.9084], [-0.6134, 3.6728, 3.4853], [1.1456, 3.6289, 3.8954], [0.7885, 6.6051, 2.2895], [-0.3808, 6.2476, 0.9392], [1.3977, 6.0895, 0.6470], [4.1452, 1.5841, -0.0644], [3.6686, 3.4526, -1.8645], [1.8745, -0.6446, -0.1551], [-0.8127, -1.6584, -1.3477], [0.4970, -2.6435, -0.4061], [0.9066, -1.0532, -3.0711], [2.9562, -1.2855, -2.3714], [1.2260, -3.5292, -3.8803], [0.6913, -4.0596, -2.2499], [-1.3975, -3.6084, -2.7508], [-0.9838, -3.4404, -4.3771], [0.5029, -2.3481, 1.8579], [2.0706, -1.4671, 1.7719], [0.8692, -1.1423, 3.1248], [-1.4582, -0.8826, 3.1408], [-3.2834, -3.4595, 2.5972], [-1.2674, -4.0045, 1.8215], [1.9417, 0.7535, 3.2783], [2.6780, 0.5926, 1.5683], [2.7114, 3.2414, 5.1756], [4.5737, 2.8738, 6.8749], [6.7412, 1.6138, 6.1370], [6.9221, 0.6642, 3.7775], [5.0487, 1.0077, 2.0611], [-3.0824, -7.4528, -7.0737], [-1.7765, -7.6871, -6.3213], [-1.5763, -6.7108, -5.1588], [-1.5393, -5.3142, -5.6673], [-1.5106, -4.2361, -6.0677], [-3.1095, -6.4636, -7.5369], [-3.1966, -8.1875, -7.8724], [-3.9420, -7.5423, -6.4041], [-0.9424, -7.6026, -7.0241], [-1.7671, -8.7072, -5.9342], [-0.6374, -6.9253, -4.6437], [-2.3889, -6.8051, -4.4349], [0.9691, -7.2226, 2.1683], [2.0343, -6.1348, 2.2565], [2.0247, -5.3989, 3.6003], [0.7104, -4.7363, 3.8075], [-0.3079, -4.2260, 3.9678], [-0.0384, -6.8078, 2.2476], [1.0321, -7.7377, 1.2090], [1.0988, -7.9636, 2.9610], [1.8809, -5.4204, 1.4422], [3.0177, -6.5860, 2.1064], [2.8105, -4.6412, 3.6208], [2.2051, -6.0957, 4.4216], [2.5266, 7.1978, -4.7495], [3.2046, 7.9350, -3.5996], [2.9163, 7.3029, -2.2348], [1.4555, 7.3241, -1.9607], [0.3173, 7.3468, -1.7624], [1.4387, 7.2233, -4.6577], [2.7823, 7.6639, -5.7024], [2.8442, 6.1521, -4.7866], [2.8737, 8.9769, -3.6016], [4.2844, 7.9407, -3.7675], [3.4324, 7.8558, -1.4474], [3.2675, 6.2688, -2.2082], [1.0000, -9.0546, -1.9655], [1.3019, -10.5331, -2.1852], [1.3832, -10.9102, -3.6666], [0.0858, -10.6291, -4.3361], [-0.9177, -10.4119, -4.8518], [0.0255, -8.7779, -2.3746], [0.9801, -8.8259, -0.8984], [1.7613, -8.4248, -2.4339], [0.5292, -11.1301, -1.6938], [2.2517, -10.7781, -1.7036], [1.6137, -11.9716, -3.7726], [2.1713, -10.3413, -4.1647], [-6.0542, 7.8990, 4.3986], [-6.2132, 8.9261, 3.2826], [-7.1777, 8.4688, 2.1847], [-6.6771, 7.2188, 1.5536], [-6.2902, 6.2521, 1.0669], [-5.6268, 6.9647, 4.0275], [-5.3827, 8.2785, 5.1709], [-7.0167, 7.6752, 4.8656], [-5.2313, 9.1339, 2.8487], [-6.5800, 9.8623, 3.7101], [-7.2684, 9.2404, 1.4182], [-8.1712, 8.2847, 2.5990]]}

No. 2
{"formula": "C43H76N2O5S", "method": "wB97M-V/def2-TZVPD", "smiles": "[H]/N=C(/C)Cc1cc(CCCCCOC)cc2c1Nc1cc(CC[C@@H](C)CCC=C(C)C)ccc1S2.CC(C)O.CC(C)O.CC(C)O.CC(C)O", "e_homo_ev": -6.6263, "max_force_ha_per_bohr": 0.1168, "homo_lumo_gap_ev": 6.4, "elements": ["H", "N", "C", "C", "C", "C", "C", "C", "C", "C", "C", "C", "C", "O", "C", "C", "C", "C", "N", "C", "C", "C", "C", "C", "C", "C", "C", "C", "C", "C", "C", "C", "C", "C", "C", "S", "H", "H", "H", "H", "H", "H", "H", "H", "H", "H", "H", "H", "H", "H", "H", "H", "H", "H", "H", "H", "H", "H", "H", "H", "H", "H", "H", "H", "H", "H", "H", "H", "H", "H", "H", "H", "H", "H", "H", "H", "H", "H", "H", "C", "C", "C", "O", "H", "H", "H", "H", "H", "H", "H", "H", "C", "C", "C", "O", "H", "H", "H", "H", "H", "H", "H", "H", "C", "C", "C", "O", "H", "H", "H", "H", "H", "H", "H", "H", "C", "C", "C", "O", "H", "H", "H", "H", "H", "H", "H", "H"], "positions_angstrom": [[2.4171, 5.8686, -2.0475], [2.2345, 6.0311, -1.0194], [2.1724, 4.7946, -0.3766], [1.9211, 4.8780, 1.2724], [2.3780, 3.3524, -1.1546], [1.0343, 2.7976, -1.9157], [-0.0733, 3.9429, -2.4201], [-1.4816, 3.5265, -3.2107], [-2.5951, 4.5926, -3.7672], [-2.3715, 6.1109, -3.1574], [-2.5155, 6.1452, -1.5061], [-4.0953, 6.3526, -1.0159], [-4.1068, 5.9815, 0.5970], [-4.0970, 4.5152, 0.7119], [-3.1186, 4.0340, 1.6989], [-1.7270, 1.9127, -3.4194], [-0.6115, 0.7773, -2.9168], [0.7919, 1.1610, -2.1749], [1.8919, 0.2600, -1.7126], [1.6083, -1.2068, -1.7724], [2.7878, -2.2028, -1.1229], [2.6475, -3.8692, -1.1590], [3.8800, -4.7582, -0.5518], [3.5513, -5.6241, 0.7861], [2.9713, -4.8168, 2.0707], [3.5180, -5.6415, 3.4202], [3.4488, -3.2725, 2.2602], [2.0754, -2.3831, 2.5426], [2.1581, -0.8355, 2.0108], [0.8793, -0.0263, 2.1324], [0.7026, 0.9869, 3.4152], [-0.3509, -0.1814, 1.0238], [1.3432, -4.6247, -1.8200], [0.1725, -3.6481, -2.4593], [0.3310, -1.9844, -2.4282], [-1.0401, -1.0114, -3.2423], [2.9830, 4.6468, 1.7649], [1.0763, 4.1487, 1.6306], [1.6631, 5.9858, 1.6197], [2.7111, 2.5690, -0.3238], [3.2870, 3.4893, -1.8783], [0.0813, 5.1105, -2.2426], [-2.7309, 4.5797, -4.9507], [-3.6473, 4.2212, -3.3425], [-3.1109, 6.8904, -3.6359], [-1.2552, 6.4405, -3.4111], [-2.1759, 5.1207, -1.0010], [-1.7939, 6.9717, -1.0378], [-4.4085, 7.4544, -1.2557], [-4.7471, 5.5355, -1.5525], [-5.1211, 6.3766, 1.0678], [-3.2291, 6.5308, 1.1417], [-3.6941, 3.7031, 2.6696], [-2.6486, 3.0400, 1.2457], [-2.2149, 4.7549, 1.8957], [-2.7046, 1.5485, -3.9823], [2.1346, 0.4926, -0.7040], [3.7457, -1.7193, -0.6384], [4.1784, -5.5401, -1.4033], [4.8692, -4.1228, -0.3705], [4.5101, -6.2358, 1.1255], [2.7442, -6.4581, 0.5058], [1.7873, -4.9675, 2.0994], [4.6934, -5.4455, 3.4913], [3.4272, -6.8183, 3.2390], [3.0099, -5.2822, 4.4109], [4.0733, -3.1950, 3.2750], [4.1389, -2.8317, 1.4288], [1.8893, -2.4455, 3.7127], [1.1566, -2.8841, 1.9690], [3.1214, -0.3357, 1.5669], [1.0015, 2.0904, 3.1613], [1.3373, 0.5502, 4.3253], [-0.4329, 0.8738, 3.7661], [-0.2902, -1.2155, 0.4321], [-1.3447, -0.2691, 1.6781], [-0.4424, 0.7299, 0.2948], [1.2164, -5.7861, -1.8922], [-0.7662, -4.1505, -2.9468], [-5.2702, 2.8389, -6.5585], [-5.8791, 3.9921, -5.7768], [-7.3395, 4.2008, -6.1443], [-5.1484, 5.1851, -6.0491], [-5.3023, 3.0356, -7.6360], [-4.2157, 2.7082, -6.2928], [-5.8005, 1.9027, -6.3584], [-5.7945, 3.7939, -4.7028], [-7.4450, 4.4458, -7.2071], [-7.7611, 5.0416, -5.5831], [-7.9319, 3.3055, -5.9317], [-5.2179, 5.3689, -7.0007], [5.4440, 0.4248, -4.7604], [6.1103, 0.9028, -3.4801], [6.9729, -0.1871, -2.8640], [5.1092, 1.2976, -2.5456], [4.7859, -0.4292, -4.5644], [4.8167, 1.2154, -5.1861], [6.1882, 0.1284, -5.5060], [6.7261, 1.7835, -3.6924], [6.3690, -1.0628, -2.6008], [7.4363, 0.1670, -1.9369], [7.7630, -0.5018, -3.5527], [4.5575, 0.5218, -2.3512], [-2.1575, -4.9903, 3.1959], [-1.8261, -3.5067, 3.2171], [-3.0594, -2.6675, 3.5110], [-1.2852, -3.1254, 1.9548], [-2.8905, -5.2170, 2.4136], [-1.2630, -5.5813, 2.9710], [-2.5613, -5.3185, 4.1586], [-1.0592, -3.3117, 3.9746], [-3.8244, -2.8118, 2.7398], [-2.8082, -1.6014, 3.5110], [-3.4902, -2.9260, 4.4832], [-1.9594, -3.2952, 1.2759], [-0.5337, -5.7117, 8.4730], [-1.1949, -5.8624, 7.1122], [-0.4457, -6.8564, 6.2391], [-1.2303, -4.5949, 6.4614], [0.4910, -5.3370, 8.3715], [-1.0765, -4.9841, 9.0861], [-0.5051, -6.6670, 9.0061], [-2.2310, -6.1936, 7.2412], [0.5821, -6.5223, 6.0584], [-0.9258, -6.9454, 5.2587], [-0.4145, -7.8460, 6.7052], [-0.3145, -4.2929, 6.3427]]}

No. 3
{"formula": "C43H76O36", "method": "wB97M-V/def2-TZVPD", "relative_energy_kcal_mol": 0.0, "smiles": "CCOC(=O)OC.CCOC(=O)OC.CCOC(=O)OC.CCOC(=O)OC.CCOC(=O)OC.CCOC(=O)OC.CCOC(=O)OC.O=C1OCCO1.O=C1OCCO1.O=C1OCCO1.O=C1OCCO1.O=C1OCCO1", "e_homo_ev": -10.0178, "max_force_ha_per_bohr": 0.0463, "homo_lumo_gap_ev": 10.3, "elements": ["C", "C", "O", "C", "O", "O", "C", "H", "H", "H", "H", "H", "H", "H", "H", "C", "C", "O", "C", "O", "O", "C", "H", "H", "H", "H", "H", "H", "H", "H", "C", "C", "O", "C", "O", "O", "C", "H", "H", "H", "H", "H", "H", "H", "H", "C", "C", "O", "C", "O", "O", "C", "H", "H", "H", "H", "H", "H", "H", "H", "C", "C", "O", "C", "O", "O", "C", "H", "H", "H", "H", "H", "H", "H", "H", "C", "C", "O", "C", "O", "O", "C", "H", "H", "H", "H", "H", "H", "H", "H", "C", "C", "O", "C", "O", "O", "C", "H", "H", "H", "H", "H", "H", "H", "H", "O", "C", "O", "C", "C", "O", "H", "H", "H", "H", "O", "C", "O", "C", "C", "O", "H", "H", "H", "H", "O", "C", "O", "C", "C", "O", "H", "H", "H", "H", "O", "C", "O", "C", "C", "O", "H", "H", "H", "H", "O", "C", "O", "C", "C", "O", "H", "H", "H", "H"], "positions_angstrom": [[-1.3214, 7.3038, 12.9382], [-0.8958, 7.9173, 11.6333], [-1.7722, 8.9814, 11.2728], [-1.7690, 9.3998, 10.0109], [-0.9910, 9.0546, 9.1392], [-2.7184, 10.2908, 9.9031], [-3.0559, 10.8707, 8.6455], [-1.3967, 8.0298, 13.7465], [-0.6218, 6.5119, 13.2122], [-2.2356, 6.7143, 12.8478], [-0.9605, 7.1433, 10.8649], [0.1365, 8.2604, 11.7393], [-2.8005, 10.2873, 7.7628], [-2.4331, 11.7620, 8.5448], [-4.1117, 11.1123, 8.6272], [-6.2199, 15.9442, 6.6985], [-4.9363, 15.3683, 7.2961], [-4.2707, 14.5585, 6.3401], [-4.4708, 13.2418, 6.3327], [-5.3410, 12.7127, 6.9905], [-3.7237, 12.7217, 5.3919], [-3.6041, 11.3270, 5.0938], [-6.0481, 16.4086, 5.7251], [-6.6193, 16.7326, 7.3381], [-6.9900, 15.1878, 6.5474], [-5.1486, 14.9324, 8.2713], [-4.2460, 16.2023, 7.4350], [-3.0402, 10.7368, 5.8163], [-3.0338, 11.3126, 4.1717], [-4.5824, 10.8553, 5.0369], [-9.6766, 10.4721, 2.5325], [-9.1076, 9.3403, 3.3611], [-7.9317, 9.8640, 4.0027], [-7.4284, 9.1167, 4.9964], [-7.8229, 8.0171, 5.3078], [-6.5663, 9.8513, 5.6708], [-6.0375, 9.3508, 6.8996], [-10.5475, 10.2628, 1.9119], [-8.8974, 10.9106, 1.9130], [-10.0895, 11.1803, 3.2590], [-8.7071, 8.5587, 2.7108], [-9.8473, 8.9599, 4.0605], [-5.9301, 8.2709, 6.8402], [-6.6643, 9.6089, 7.7563], [-5.1292, 9.8466, 7.2308], [-5.2227, 6.4414, 11.1536], [-5.2470, 7.8980, 10.6690], [-6.4477, 8.1783, 9.9971], [-7.5807, 8.3912, 10.6327], [-7.7472, 8.3997, 11.8229], [-8.5219, 8.6203, 9.7024], [-9.8262, 8.9403, 10.1911], [-5.3595, 6.3524, 12.2297], [-4.3317, 5.8996, 10.8282], [-6.0253, 5.8628, 10.6897], [-4.4258, 8.0505, 9.9716], [-5.0593, 8.5577, 11.5209], [-9.9291, 8.4978, 11.1830], [-10.5487, 8.4234, 9.5656], [-9.9525, 10.0177, 10.2333], [0.8326, 4.1807, 12.0461], [0.9065, 2.8424, 12.7526], [-0.0366, 1.9924, 12.1117], [-0.1557, 0.7532, 12.5776], [0.5423, 0.2087, 13.3988], [-1.1831, 0.1962, 11.9665], [-1.5959, -1.1212, 12.2991], [1.4291, 4.2808, 11.1366], [1.1268, 5.0289, 12.6660], [-0.2032, 4.3682, 11.7626], [0.5873, 3.0180, 13.7846], [1.9228, 2.4576, 12.8355], [-2.3294, -1.0709, 13.1029], [-0.7738, -1.7734, 12.5862], [-2.0657, -1.5037, 11.3967], [-4.8981, 11.8610, 12.1087], [-5.3261, 12.3782, 10.7443], [-6.7544, 12.4446, 10.7554], [-7.3675, 13.3732, 10.0562], [-6.8505, 14.4146, 9.6960], [-8.6324, 13.0556, 9.8560], [-9.4756, 14.0439, 9.2937], [-5.2310, 12.4683, 12.9534], [-3.8111, 11.8637, 12.1829], [-5.3180, 10.8714, 12.2798], [-4.9993, 11.7135, 9.9483], [-4.8850, 13.3603, 10.6019], [-10.4799, 13.6470, 9.1758], [-9.0892, 14.3389, 8.3181], [-9.5313, 14.9088, 9.9557], [-0.6358, 6.8589, 16.8992], [-1.7123, 6.4449, 17.8954], [-1.4874, 6.9122, 19.2188], [-2.3949, 6.6575, 20.1467], [-3.4337, 6.0786, 19.9386], [-1.9560, 7.1461, 21.2940], [-2.7320, 6.9448, 22.4510], [0.2964, 6.4043, 17.2426], [-0.5310, 7.9430, 16.9219], [-0.8209, 6.5009, 15.8922], [-1.7275, 5.3560, 17.9549], [-2.7045, 6.7686, 17.5756], [-2.7588, 5.8878, 22.7380], [-3.8032, 7.1111, 22.2941], [-2.3657, 7.5759, 23.2507], [3.6055, 13.5367, 9.3317], [2.7184, 12.7592, 9.2139], [2.7083, 11.5170, 9.7030], [1.4261, 10.9454, 9.5352], [0.7147, 11.8746, 8.5499], [1.5932, 12.9844, 8.4705], [1.5018, 9.9553, 9.0845], [0.9266, 10.7700, 10.4885], [-0.2822, 12.1294, 8.9158], [0.5337, 11.3686, 7.6004], [-4.6319, 8.9176, 13.5336], [-4.2435, 9.2938, 14.5905], [-3.2275, 8.7078, 15.2961], [-2.9530, 9.4843, 16.4451], [-3.6690, 10.8032, 16.1882], [-4.6108, 10.4380, 15.1853], [-3.2747, 9.0225, 17.3797], [-1.8781, 9.6690, 16.4896], [-3.0268, 11.5893, 15.7856], [-4.1580, 11.1989, 17.0763], [-5.2955, 5.4544, 7.1096], [-4.1380, 5.6837, 7.2481], [-3.5720, 6.6809, 7.9609], [-2.1634, 6.4869, 8.0031], [-1.9127, 5.5943, 6.7833], [-3.1746, 4.9721, 6.6157], [-1.7285, 7.4681, 7.8521], [-1.9305, 6.0455, 8.9744], [-1.0679, 4.9275, 6.9339], [-1.7017, 6.2468, 5.9319], [-2.3998, 13.4455, 10.8569], [-1.7448, 14.1827, 10.1831], [-2.0332, 14.4957, 8.9189], [-1.0607, 15.3523, 8.3607], [-0.0639, 15.5481, 9.4995], [-0.5407, 14.6805, 10.5496], [-0.5460, 15.0387, 7.4565], [-1.5269, 16.3274, 8.2081], [-0.0180, 16.5888, 9.8086], [0.9049, 15.1885, 9.1607], [-1.9044, 4.2534, 13.6352], [-2.1421, 3.6095, 14.6041], [-1.8320, 3.9703, 15.8679], [-2.4950, 3.0658, 16.7615], [-2.7101, 1.8102, 15.8876], [-2.6208, 2.3481, 14.5744], [-1.8348, 2.8391, 17.5921], [-3.4696, 3.4458, 17.0585], [-3.6927, 1.3473, 15.9873], [-2.0084, 0.9879, 16.0430]]}